# 1
{
  "formula": "C19H16INOPRuSe2Te2",
  "method": "ωB97M-V with the def2-TZVPD basis set",
  "lumo_ev": [-2.10, -2.11],
  "multiplicity": 2,
  "homo_energy_ev": [-7.7, -7.7],
  "elements": ["C", "C", "H", "Ru", "H", "C", "C", "C", "H", "H", "C", "H", "C", "C", "C", "H", "C", "H", "H", "H", "H", "H", "C", "Te", "I", "C", "C", "C", "O", "C", "Se", "C", "H", "P", "H", "C", "C", "H", "H", "N", "H", "Te", "C", "Se"],
  "coordinates": [[0.2564, -1.6588, -2.4644], [1.4334, 3.8824, -1.9946], [0.6921, -2.9180, -4.1333], [-2.6769, -0.0910, -0.3675], [2.2205, 2.6860, -3.5888], [-0.4446, -0.3981, 2.4932], [0.4633, -1.4100, -1.1052], [1.6626, -3.6062, -2.3448], [2.0084, -0.2035, 4.8434], [-0.3743, -0.7585, 4.6058], [1.2587, -2.2885, -0.3731], [1.3077, 0.5833, -2.7187], [1.6503, 2.6933, -2.6692], [1.8517, -3.3820, -0.9915], [1.6398, 0.3117, 1.5227], [2.4604, -4.0593, -0.4066], [1.1303, 1.5017, -2.1777], [3.3066, 0.5125, 2.8492], [0.5275, 4.8071, -0.2783], [2.1268, -4.4578, -2.8250], [-0.4013, -1.0162, -3.0370], [1.8350, 4.8090, -2.3832], [2.2605, 0.2518, 2.7580], [-3.3855, 2.2400, 0.0238], [-2.6500, 0.7306, -2.9937], [0.8620, -2.7416, -3.0792], [0.6970, 3.8831, -0.8156], [0.2937, -0.0173, 1.3653], [-4.0306, -0.8514, 2.1447], [0.1771, 2.6980, -0.3274], [-2.6659, -2.5836, -0.9364], [1.5359, -0.1482, 3.8719], [1.4172, -2.1388, 0.6857], [-0.4010, -0.0022, -0.3197], [-0.3887, 2.7063, 0.5989], [0.1991, -0.4649, 3.7354], [-1.8815, -0.6761, 2.5574], [-2.2649, -0.9539, 3.5338], [2.2119, 0.6142, 0.6544], [-2.7546, -0.5663, 1.6378], [-4.4545, 0.0373, 2.1512], [-4.8322, -1.5513, -0.9271], [0.3858, 1.4972, -1.0062], [-4.2651, 2.4981, 2.2316]]
}



# 2
{
  "formula": "C3H5AuO3",
  "method": "ωB97M-V with the def2-TZVPD basis set",
  "lumo_ev": [-5.26, -8.38],
  "total_charge": 1,
  "multiplicity": 4,
  "homo_energy_ev": [-10.3, -15.7],
  "elements": ["Au", "C", "O", "H", "H", "C", "H", "H", "C", "O", "H", "O"],
  "coordinates": [[0.0220, 1.4948, 0.4525], [1.1722, -0.6650, -0.0295], [-1.1163, -0.5770, -0.8539], [0.5044, -0.8103, -2.0608], [0.9087, -0.7553, 1.0289], [-1.6616, 0.3597, -0.0776], [2.0665, -1.1913, -0.3745], [-3.3443, 0.6590, 0.7123], [0.2639, -0.3786, -1.0856], [-2.9642, 0.0893, 0.0356], [2.3380, 0.7507, 1.5027], [1.8107, 1.0239, 0.7501]]
}



# 3
{
  "formula": "C17H17ClN2O3",
  "method": "ωB97M-V with the def2-TZVPD basis set",
  "lumo_ev": 0.56,
  "smiles": "Cc1cccc(OCC(=O)O/N=C(\\N)Cc2ccc(Cl)cc2)c1",
  "homo_energy_ev": -8.4,
  "elements": ["H", "C", "C", "H", "O", "C", "H", "C", "H", "N", "Cl", "O", "H", "C", "C", "H", "C", "H", "C", "C", "N", "C", "C", "H", "C", "H", "H", "H", "H", "C", "H", "C", "C", "H", "O", "H", "C", "H", "C", "H"],
  "coordinates": [[3.1450, 4.9571, -4.3597], [-3.5455, -4.1690, 1.8108], [2.3756, 2.7672, -0.6818], [-3.0791, -4.9848, 2.3451], [1.5242, 2.9447, 0.3780], [2.5899, 3.8986, -1.4666], [-0.9698, -4.4440, 1.3659], [0.4671, 0.7447, 0.4700], [-0.2384, -1.4211, 3.2343], [-0.5580, -2.2755, 2.8096], [-7.2112, -2.6650, 1.4213], [0.4976, -0.3566, 1.2365], [4.7665, 2.6276, -3.7014], [-3.4041, -2.3070, 0.3102], [-1.2937, -3.5361, 0.8557], [4.3920, 0.6250, -2.3217], [4.0969, 2.6712, -2.8551], [-1.0175, -3.5901, -0.1968], [-4.7630, -2.0918, 0.4375], [-2.7831, -3.3483, 0.9920], [-0.1227, -1.4996, 0.6366], [-4.9087, -3.9665, 1.9443], [3.0308, 1.5839, -0.9908], [-5.2427, -1.2846, -0.0929], [3.4444, 3.8631, -2.5531], [3.2658, 5.9680, -2.9179], [-5.4997, -4.6099, 2.5769], [4.7152, 5.2232, -3.6099], [2.1469, 1.4228, 1.6505], [1.2411, 1.8496, 1.1984], [0.6025, 2.2407, 1.9973], [-0.6043, -2.3430, 1.4583], [-5.5098, -2.9260, 1.2563], [2.8795, 0.6859, -0.4124], [-0.0925, 0.8626, -0.5770], [2.0656, 4.8042, -1.2031], [3.6561, 5.0783, -3.4047], [-1.1362, -2.8858, 3.3591], [3.8864, 1.5487, -2.0807], [-2.8089, -1.6623, -0.3189]]
}



# 4
{
  "formula": "C39H115N11O24",
  "method": "ωB97M-V with the def2-TZVPD basis set",
  "lumo_ev": -0.07,
  "homo_energy_ev": -9.1,
  "elements": ["C", "H", "H", "C", "C", "H", "H", "H", "H", "H", "H", "H", "H", "C", "O", "C", "H", "C", "N", "H", "O", "H", "H", "H", "C", "H", "O", "N", "H", "C", "H", "H", "H", "C", "C", "C", "H", "O", "H", "C", "H", "H", "H", "H", "H", "C", "N", "O", "C", "H", "O", "H", "H", "O", "O", "H", "O", "C", "H", "H", "H", "H", "H", "H", "H", "C", "H", "C", "H", "H", "H", "H", "H", "H", "H", "H", "H", "H", "H", "H", "N", "H", "C", "H", "C", "H", "H", "H", "H", "O", "H", "H", "H", "H", "C", "N", "O", "O", "H", "O", "H", "C", "H", "O", "H", "C", "H", "O", "H", "H", "N", "O", "H", "H", "H", "O", "H", "H", "H", "H", "O", "H", "H", "C", "H", "H", "O", "H", "H", "H", "C", "C", "H", "H", "O", "H", "H", "H", "H", "C", "H", "O", "C", "C", "H", "C", "C", "C", "H", "H", "H", "N", "H", "H", "C", "H", "C", "H", "N", "C", "C", "C", "O", "C", "N", "H", "H", "H", "H", "H", "H", "N", "H", "H", "H", "H", "H", "N", "C", "C", "H", "H", "O", "O", "H", "H", "H", "H", "H"],
  "coordinates": [[5.8261, 0.5880, -6.4432], [5.3542, 7.4760, -0.2884], [-9.7357, 4.5505, 2.8726], [-0.8443, -6.7370, 3.4429], [3.3679, 8.2951, 6.2436], [-2.7630, 5.6454, -4.4510], [2.1432, 1.4576, 2.3932], [-10.4268, -5.5343, -2.6140], [3.5248, 6.5400, 7.4174], [12.1894, 3.9482, 0.2621], [-2.2844, 0.2116, 1.1886], [1.8523, 1.1061, -0.5204], [-9.9292, 3.5357, 1.3932], [6.5550, -1.6719, -7.1218], [-0.6466, 1.1595, 0.1910], [-5.7026, -5.2611, -2.6787], [5.5646, -3.1620, -9.1404], [-9.0981, -6.2693, -1.3904], [2.0250, 1.7588, 1.4364], [-0.3235, 5.8891, -3.2361], [0.5642, 0.8852, 6.2353], [-8.8998, -6.1017, -0.3318], [-6.1101, -5.1728, -3.6858], [8.2517, -3.9003, -8.8161], [3.0145, -7.6529, -3.1522], [-13.0950, 0.9551, -3.4703], [10.2845, 3.2468, 1.6988], [6.6496, -8.6246, -1.0501], [-7.1386, -1.0045, -7.0039], [-10.9219, 0.7150, -3.1572], [12.5187, 2.4140, -0.6230], [-3.5772, 8.7051, 1.9618], [3.1952, -8.7175, -3.3001], [-9.1795, -7.7253, -1.6642], [5.3418, -6.6870, -0.5015], [-12.3823, 0.7681, -2.6671], [11.1038, 3.4006, -1.8443], [-8.1487, 5.9828, 1.8932], [7.5408, 5.4645, -1.8421], [-2.2616, 7.1473, 1.9873], [1.2360, 2.3893, 1.4407], [-2.6931, 6.7422, 2.9026], [5.5839, 4.9140, -1.8978], [11.8430, 1.9360, 1.8085], [-4.6995, -5.6875, -2.6801], [5.0921, 6.4377, -0.4914], [2.5038, -4.1126, 5.9509], [4.1889, -6.8714, -3.3615], [2.9729, -0.2392, 0.5653], [5.5043, 0.6783, 6.3174], [7.4065, -0.5086, 7.3719], [0.1588, -0.5817, -0.3606], [0.1592, -5.4478, 5.5672], [-6.6461, -5.9188, -1.9386], [-0.0537, 5.7453, -5.2756], [0.1981, -0.3325, 1.4185], [5.6839, 5.6515, 0.4871], [5.6420, 6.0014, -1.8496], [-1.2673, 2.1425, 5.0829], [-5.4391, -1.6091, 5.3093], [-13.6268, -0.4473, -1.5633], [-7.9609, 5.1170, -0.3255], [-1.0128, 9.1704, 3.0304], [-9.1354, 0.7421, -2.4368], [0.3243, 6.6138, -5.1194], [-2.0612, 4.8494, -4.2020], [-2.0101, 9.1439, 1.2153], [-6.7888, -0.0567, 7.0500], [-5.2239, 0.7992, -6.0115], [2.5595, -7.2075, 4.6174], [-8.2072, -8.1386, -1.3960], [-10.6180, 1.3085, -4.0195], [-1.4335, -6.0159, 2.8765], [-8.1233, -5.4762, -3.2484], [8.5701, 1.8775, 5.7538], [-2.4222, 4.3786, -3.2876], [-6.7430, -2.0808, 7.8710], [4.0061, 6.3695, -0.4281], [10.5214, 1.4339, 0.7392], [-6.4962, 0.3744, 6.0926], [-1.4847, 1.7459, 5.9860], [5.4105, 1.4783, -6.9152], [0.3202, 0.1373, 0.4425], [-12.4568, 1.6661, -2.0537], [11.7618, 3.0271, -0.1338], [6.2471, -6.8820, -3.2219], [2.8004, -0.8923, 1.4208], [-9.9265, -8.1066, -0.9680], [4.6242, -8.5388, -1.2300], [4.7750, 6.4234, 5.7898], [-9.4366, -8.0369, -2.6766], [3.8576, -6.4191, 5.3689], [5.4960, -8.4686, -3.4518], [5.8096, -1.6565, -9.9111], [-6.6184, -1.6193, 6.8914], [-8.5358, 4.5515, 0.2826], [-2.1195, 3.8267, -5.2029], [2.9431, 8.6891, 4.9141], [5.1694, 4.8642, 0.6800], [-12.7277, -0.4309, -1.8994], [5.1245, 0.2586, -5.6767], [3.5006, 6.8444, 6.3710], [0.3004, -4.2253, 4.3529], [7.0197, 6.2633, -1.9515], [2.4173, -6.8599, 6.2855], [-0.5808, 1.0772, 6.6115], [6.9441, -9.1638, -1.8517], [-1.9585, 9.1372, 3.1921], [-7.3877, -2.0051, 6.2224], [3.4587, 9.4676, 4.6913], [-10.3472, -5.5867, -1.6085], [-0.8729, 6.7371, 2.0616], [3.9408, 0.2419, 0.7059], [7.2833, -1.4938, -6.3306], [2.4750, -7.6029, -2.2064], [-6.0711, 0.3570, -5.9202], [2.6929, -4.8404, 3.8884], [8.1302, -1.5821, -8.6551], [-8.2476, 0.3985, -8.5506], [7.2281, -7.8118, -1.2077], [-5.8774, 0.5395, 7.9598], [-5.4335, -1.0541, -7.2738], [9.4102, 1.0018, 6.9772], [-6.2764, -0.3670, -7.1996], [-5.4918, -4.2972, -2.2155], [4.3699, -6.2222, -0.6676], [-5.4067, -1.9751, 6.1962], [4.2426, 8.8880, 6.5110], [3.0255, -0.9381, -0.2695], [7.0711, -4.0873, -7.7119], [2.7678, -6.4267, 5.3487], [5.4262, -7.5266, -2.9079], [-0.5571, 7.1482, 2.8696], [5.9575, -2.3408, -6.5023], [5.9833, -0.4341, -7.4902], [6.6157, 1.9898, 5.7890], [-6.2429, 0.7672, 8.8178], [-8.0121, -4.4045, -1.9561], [9.6488, 3.4666, 1.0138], [2.2268, -5.0485, 4.8515], [-10.4104, -4.6120, -1.3515], [10.6846, 3.1813, -1.0090], [-1.9777, 0.6677, 0.2473], [-7.9613, -5.4720, -2.1705], [-5.5069, 1.1031, -8.5529], [6.3532, -2.5273, -9.5445], [-2.4940, 8.6026, 2.0283], [5.4661, -7.8667, -1.3961], [-0.4505, 0.0199, 8.2940], [2.5585, 8.5799, 6.9158], [-0.6695, -7.5965, 2.7957], [8.5449, 1.1867, 6.4901], [-8.9177, 3.6567, 0.0114], [-2.7631, 6.6761, 1.1419], [11.1030, 2.2868, 1.0892], [-2.4355, 1.7939, 6.3234], [0.6916, -5.1986, 4.6493], [3.4689, -3.8167, 5.9177], [6.4208, 1.0604, 6.1330], [7.3264, -2.2500, -8.3456], [-6.3237, 0.3820, -8.5219], [-8.6287, 4.9380, 1.4602], [-9.9951, 0.8012, -2.0137], [7.4228, 0.5245, 6.7849], [-1.0580, 0.5630, 7.6974], [-1.5282, 3.9472, -5.9495], [-7.8250, 0.1656, 7.3049], [6.8574, 0.7675, -6.1394], [-2.0890, 0.0112, -0.6156], [2.6180, 6.3942, 5.9166], [-2.0468, 0.6573, 7.8802], [7.8860, -3.5388, -7.9468], [1.9669, -3.2709, 5.7983], [-10.8079, -0.3366, -3.4205], [-6.1183, -0.3827, -9.2710], [0.0635, 4.3358, -3.8545], [5.0158, 6.4710, -2.6082], [-9.3941, 4.1057, 2.0326], [1.7502, 0.6941, 0.4836], [-0.5422, 5.2170, -4.0659], [6.7960, -3.0826, -10.3713], [2.3570, -7.3866, -3.9798], [-7.5816, 1.0561, -8.7639], [0.4940, -6.1897, 3.6800], [5.6373, -6.9169, 0.5222], [-1.4231, -7.0974, 4.2934], [4.7788, 6.7071, 4.8727], [-2.6294, 1.5181, 0.0466], [6.0195, -5.8851, -0.7941]]
}



no.,largest force on an atom (eV Å⁻¹),E_tot (eV)
1,0.16,-188752.342
2,4.35,-13009.507
3,1.55,-39549.174
4,9.47,-107827.472